Record 1
The following is a DFT calculation (ωB97M-V/def2-TZVPD) of a 2-piece molecular cluster, C2H2FNO2 overall.

The geometry in XYZ format:
```
8
Properties=species:S:1:pos:R:3:forces:R:3
O -2.3421 -0.2310 -0.5807 -1.184 -1.127 -0.548
C -1.8522 0.6405 -0.0269 -0.372 -0.387 -0.712
O -1.3431 1.5314 0.4721 0.796 1.812 1.282
C 1.4414 -0.1179 -0.0269 0.085 0.721 -1.273
N 0.3441 -0.4947 -0.4958 0.316 -1.051 1.217
F -0.1107 -1.4936 0.4374 -0.221 0.015 -0.565
H 1.9603 -0.4910 0.8061 0.184 -0.682 1.176
H 1.9022 0.6564 -0.5851 0.396 0.698 -0.576
```
Forces are in eV/Å.

Output
- DFT total energy (eV) = -10407.05985
- LUMO level (eV) = 0.69
- charge = 0
- energy relative to the best compared isomer or geometry (same formula, charge and spin) (kcal per mole) = 48.96
- molecular weight (g mol⁻¹) = 91.04



Record 2
The following is a DFT calculation (ωB97M-V/def2-TZVPD) of a 2-piece molecular cluster, C2H2FO2S overall.

The geometry in XYZ format:
```
8
Properties=species:S:1:pos:R:3:forces:R:3
C 0.2086 0.4799 0.5623 -1.564 0.639 1.590
C 1.2735 0.9774 -0.0155 2.002 0.548 -1.796
O 4.0507 -0.1138 1.3191 -1.031 -0.443 -2.317
O 3.3362 -1.1667 -0.9237 0.264 0.590 1.316
F 1.0887 1.9256 -1.1222 -0.127 -1.226 1.317
S 3.6152 0.0359 -0.1137 -0.296 0.448 0.957
H 0.4005 -0.0160 1.5252 0.005 -0.296 -0.662
H -0.8407 0.8427 0.4665 0.747 -0.260 -0.404
```
Forces are in eV/Å.

Output
- DFT total energy (eV) = -19752.96144
- LUMO level (eV) = 4.00
- charge = -1
- energy relative to the best compared isomer or geometry (same formula, charge and spin) (kcal per mole) = 54.34
- molecular weight (g mol⁻¹) = 109.10



Record 3
The following is a DFT calculation (ωB97M-V/def2-TZVPD) of C2H2FO2Sc as an isolated structure.

The geometry in XYZ format:
```
8
Properties=species:S:1:pos:R:3:forces:R:3
F 1.0920 1.4561 1.1516 -1.507 -1.833 -0.789
C 0.3846 0.4906 0.5646 2.738 3.192 -1.212
C -0.1580 -0.5873 1.0932 -1.142 -2.150 -0.851
H -0.0268 -0.6887 2.1719 -0.312 -0.218 -0.057
O 0.5197 0.8027 -0.7980 0.079 0.538 1.330
O -0.2096 -0.1031 -1.5874 -0.549 -1.342 0.694
H -0.7520 0.4766 -2.1445 -0.104 0.435 -0.494
Sc -0.8498 -1.8468 -0.4514 0.796 1.378 1.378
```
Forces are in eV/Å.

Output
- DFT total energy (eV) = -29594.61412
- LUMO level (eV) = -11.99
- charge = +2
- energy relative to the best compared isomer or geometry (same formula, charge and spin) (kcal per mole) = 82.02
- molecular weight (g mol⁻¹) = 121.99



| no. | highest occupied orbital energy (eV) | HOMO-LUMO gap (eV) |
| --- | --- | --- |
| 1 | -12.04 | 12.7 |
| 2 | -3.74 | 7.7 |
| 3 | -19.87 | 7.9 |